[1]
{
  "formula": "C28H48FN6O6P3S",
  "method": "ωB97M-V with the def2-TZVPD basis set",
  "species": ["O", "C", "C", "C", "C", "C", "C", "C", "C", "O", "C", "C", "P", "O", "O", "S", "C", "C", "C", "C", "C", "F", "C", "H", "H", "H", "H", "H", "H", "H", "H", "H", "H", "H", "H", "C", "N", "C", "P", "O", "N", "C", "C", "N", "C", "C", "H", "H", "H", "H", "H", "H", "H", "H", "H", "H", "H", "H", "H", "H", "H", "H", "H", "H", "C", "N", "C", "P", "O", "N", "C", "C", "N", "C", "C", "H", "H", "H", "H", "H", "H", "H", "H", "H", "H", "H", "H", "H", "H", "H", "H", "H", "H"],
  "positions_angstrom": [[2.244319, -4.792408, 0.179316], [1.914654, -3.583215, -0.308324], [2.955805, -2.275682, -0.246294], [4.534703, -2.480899, -0.637602], [5.491814, -1.130779, -0.601489], [4.811021, 0.325055, -0.151388], [3.221876, 0.522365, 0.238230], [2.269363, -0.813108, 0.186163], [0.626357, -0.815008, 0.499351], [0.069809, -0.145127, 1.524354], [-0.262793, -1.769421, -0.547566], [-1.719764, -1.238417, -1.132063], [-2.499552, 0.447895, -0.665849], [-2.887938, 0.443315, 1.065163], [-1.469752, 1.834114, -1.083084], [-4.198997, 0.776043, -1.634120], [-2.468683, -2.277872, -2.205414], [-1.790511, -3.714156, -2.633386], [-0.322691, -4.267054, -2.053769], [0.343313, -5.697957, -2.542042], [0.826913, -5.642178, -4.141986], [2.193271, -5.006966, -4.250677], [0.423412, -3.232293, -0.979505], [4.911631, -3.544727, -0.958954], [6.615981, -1.247538, -0.904943], [5.557386, 1.247336, -0.167633], [2.753937, 1.553872, 0.535584], [-3.289181, -0.482784, 1.194559], [-2.048870, 2.672738, -1.012071], [-3.502018, -1.877920, -2.633153], [-2.387141, -4.366798, -3.415920], [1.318888, -5.995905, -1.944336], [-0.442481, -6.543094, -2.336995], [0.999440, -6.779270, -4.455540], [0.034162, -5.137378, -4.839291], [-2.223793, 6.940466, -5.847066], [-2.536095, 6.101745, -4.695525], [-3.597439, 6.721967, -3.893226], [-1.457086, 5.116696, -3.780613], [-2.540748, 4.024746, -3.605816], [-0.564746, 4.115599, -4.892059], [-0.225603, 4.479054, -6.257941], [-0.860090, 2.669621, -4.879652], [-0.211255, 6.372054, -3.981568], [1.114773, 5.887077, -3.505372], [-0.438924, 7.589226, -3.168666], [-1.610296, 7.813074, -5.610541], [-3.140791, 7.323047, -6.312921], [-1.735178, 6.393148, -6.647941], [-3.205019, 7.470403, -3.191726], [-4.128248, 5.967005, -3.302045], [-4.357130, 7.211597, -4.513232], [-1.093694, 4.417793, -6.917713], [0.537001, 3.798687, -6.660824], [0.225913, 5.471660, -6.327380], [-1.808796, 2.448840, -5.386413], [-0.902941, 2.284223, -3.853016], [-0.070537, 2.090441, -5.376209], [1.071267, 5.606184, -2.449994], [1.880011, 6.660549, -3.636554], [1.483747, 5.022532, -4.064121], [-0.646018, 7.334621, -2.122644], [-1.261370, 8.198533, -3.541716], [0.432179, 8.254959, -3.198768], [-1.137958, -1.967445, 7.267294], [0.301212, -1.932434, 7.033629], [0.793943, -0.552964, 7.128950], [1.225537, -2.930367, 5.974668], [2.401397, -2.975438, 6.980925], [0.820238, -4.591576, 6.306172], [-0.467646, -5.057138, 6.793368], [1.860508, -5.422806, 6.942670], [-0.126289, -2.878552, 4.817826], [0.091692, -3.840560, 3.700981], [-0.280410, -1.580196, 4.121642], [-1.736747, -1.636812, 6.415296], [-1.413618, -1.320606, 8.109841], [-1.493274, -2.949049, 7.567137], [0.667737, -0.000310, 6.188260], [1.861793, -0.538624, 7.375347], [0.291974, 0.015709, 7.920098], [-0.605350, -4.824434, 7.851441], [-0.549666, -6.147473, 6.687432], [-1.303618, -4.659897, 6.212588], [1.957730, -5.195532, 8.012478], [2.833225, -5.279778, 6.455112], [1.639563, -6.493798, 6.844842], [1.016757, -3.612972, 3.165188], [-0.745548, -3.809986, 2.994475], [0.147576, -4.881009, 4.032829], [0.673620, -1.238817, 3.703119], [-0.669196, -0.796420, 4.770778], [-1.011956, -1.651044, 3.307550]],
  "atomic_forces_ev_per_a": [[-2.059, 7.468, -3.350], [1.075, -3.415, 1.779], [1.106, 1.674, -0.130], [-1.980, 4.265, 1.231], [-4.750, -0.146, 1.070], [-1.441, -2.831, -0.440], [1.421, -4.354, -1.056], [3.108, -0.405, -0.925], [-1.408, 1.947, 3.331], [3.540, -4.033, -6.825], [-0.994, -1.331, -1.572], [3.032, -4.436, -0.963], [-1.685, 1.986, 0.080], [0.949, -1.840, -3.079], [-1.992, -1.881, 1.894], [1.324, -0.740, 0.618], [3.249, -0.517, 1.506], [1.504, 2.206, 2.128], [-1.399, 3.899, 1.469], [0.432, 0.913, -0.252], [0.398, -1.391, 0.823], [-3.365, -1.096, 0.319], [-2.285, 0.680, -1.145], [-0.821, 2.418, 0.768], [-2.452, 0.499, 0.727], [-1.979, -2.105, 0.124], [1.146, -2.267, -0.664], [0.765, 1.893, -0.187], [0.803, -2.011, -0.328], [2.456, -1.122, 0.916], [1.401, 1.473, 1.838], [-2.155, 1.015, -0.971], [1.418, 1.646, -0.757], [-0.342, 2.630, 0.508], [1.937, -0.630, 1.320], [0.252, 0.093, -0.110], [-1.213, 1.446, -0.116], [-0.336, -0.504, 0.317], [-1.863, -1.803, -8.986], [1.235, 1.203, 4.622], [0.511, -0.816, 0.110], [0.833, 0.437, 0.125], [-0.049, 0.015, 0.614], [1.002, -0.916, 3.756], [0.826, -0.305, -0.432], [-0.439, 0.672, -0.083], [0.141, 0.179, -0.030], [-0.066, -0.174, 0.394], [0.159, -0.075, 0.228], [-0.179, 0.155, -0.030], [0.201, 0.023, -0.084], [0.289, -0.114, -0.086], [-0.113, 0.020, -0.108], [-0.164, -0.059, 0.181], [-0.274, 0.012, 0.078], [0.022, -0.029, 0.126], [-0.213, 0.171, -0.342], [0.049, 0.437, -0.092], [0.195, 0.138, 0.066], [-0.330, 0.126, 0.106], [-0.463, 0.138, 0.054], [0.160, 0.219, -0.042], [-0.124, -0.304, -0.067], [-0.018, -0.396, -0.031], [-0.206, -0.118, -0.161], [-0.660, 1.713, 0.578], [0.642, -0.027, 0.176], [-4.314, -3.413, 7.326], [1.866, 1.781, -4.027], [0.432, -0.939, -0.159], [-0.428, -0.147, -0.811], [0.360, 0.293, -0.355], [2.894, 0.113, -2.662], [-0.346, -0.844, -0.236], [-0.320, 0.668, 0.202], [-0.178, 0.028, -0.139], [0.402, 0.071, -0.136], [0.155, -0.067, -0.230], [-0.062, 0.196, 0.106], [-0.136, -0.144, -0.106], [-0.087, -0.285, -0.115], [-0.060, 0.041, 0.152], [0.212, 0.115, 0.027], [0.143, 0.208, 0.145], [0.101, 0.006, -0.082], [-0.305, 0.121, 0.311], [-0.358, 0.238, -0.105], [-0.097, -0.005, -0.240], [0.087, 0.333, 0.120], [0.104, 0.387, 0.248], [-0.299, 0.020, -0.141], [0.179, -0.147, 0.216], [0.290, -0.247, 0.157]],
  "lumo_ha": -0.07351,
  "smiles": "O=C1c2ccccc2C(=O)c2c(P(O)(O)=S)ccc(CCF)c21.CN(C)P(=O)(N(C)C)N(C)C.CN(C)P(=O)(N(C)C)N(C)C",
  "total_energy_ev": -92435.1247,
  "total_charge": 0,
  "multiplicity": 1,
  "e_homo_ev": -7.9
}

=====

[2]
{
  "formula": "C6H24AlN12O6",
  "method": "ωB97M-V with the def2-TZVPD basis set",
  "species": ["Al", "C", "O", "N", "N", "H", "H", "H", "H", "C", "O", "N", "N", "H", "H", "H", "H", "C", "O", "N", "N", "H", "H", "H", "H", "C", "O", "N", "N", "H", "H", "H", "H", "C", "O", "N", "N", "H", "H", "H", "H", "C", "O", "N", "N", "H", "H", "H", "H"],
  "positions_angstrom": [[0.679142, -0.660876, 0.630706], [2.508571, 2.875917, 1.134074], [2.192022, 1.769726, 1.242430], [2.574094, 3.600449, 0.079623], [2.911800, 3.549513, 2.164683], [3.050843, 4.478442, 0.227749], [2.413661, 3.199727, -0.833491], [2.984615, 2.998532, 3.008025], [3.204898, 4.514810, 2.115740], [0.450918, -1.563021, -3.330133], [0.447371, -1.283398, -2.150591], [-0.443882, -2.389418, -3.799694], [1.195061, -1.056975, -4.208522], [-0.776648, -2.271950, -4.746042], [-1.109531, -2.908677, -3.245273], [2.071718, -0.640747, -3.928667], [1.121792, -1.471308, -5.126697], [-2.936375, 0.570228, 1.584886], [-1.731975, 0.372388, 1.707237], [-3.671384, 1.172999, 2.456332], [-3.678073, 0.403976, 0.524195], [-3.291241, 1.317376, 3.380857], [-4.632050, 1.270133, 2.160026], [-3.107574, 0.022654, -0.216905], [-4.682592, 0.399676, 0.419181], [-0.278010, 2.265969, -2.135482], [-0.162857, 1.537689, -1.156523], [-0.365812, 1.803422, -3.325468], [-0.512253, 3.581170, -2.090258], [-0.400656, 2.408943, -4.133079], [-0.266129, 0.812137, -3.491388], [-0.760573, 4.098274, -2.921547], [-0.546148, 4.031860, -1.187020], [2.787057, -1.121414, 4.119935], [2.146511, -0.585298, 3.221318], [2.539194, -0.990650, 5.398132], [3.770601, -1.897030, 3.935752], [1.680290, -0.540665, 5.680786], [3.065316, -1.520356, 6.078367], [4.358768, -1.962443, 3.117281], [4.118599, -2.358352, 4.764111], [-2.178304, -3.029834, -0.674624], [-1.692323, -2.064446, -0.197980], [-3.028153, -3.095139, -1.665136], [-1.864896, -4.235955, -0.257089], [-3.149317, -2.235467, -2.181273], [-3.550518, -3.913449, -1.943678], [-2.407100, -5.038981, -0.542163], [-1.048467, -4.220164, 0.337298]],
  "atomic_forces_ev_per_a": [[-1.317, 1.696, -0.361], [1.315, 3.598, 0.331], [-2.854, -8.655, 0.078], [-0.118, 2.247, -4.592], [1.180, 1.465, 4.333], [-0.228, -0.151, -1.121], [0.102, 0.373, 0.175], [0.095, 0.630, 0.127], [-0.019, -0.416, 0.460], [-2.494, -1.157, 3.494], [1.021, 0.619, 3.323], [-3.356, -2.695, -2.109], [4.027, 2.449, -4.260], [0.305, -0.254, -0.059], [0.400, 0.453, 0.456], [-0.197, 0.132, -0.203], [0.624, 0.296, -0.009], [-0.049, 0.750, -0.237], [2.278, -0.877, -0.062], [-0.948, 1.290, 3.730], [0.780, -2.119, -4.782], [-0.678, 0.197, 0.002], [0.155, 0.491, 1.258], [-0.617, -0.182, -0.476], [0.424, 0.033, 0.340], [-1.095, 0.643, 2.245], [0.702, -0.475, 1.750], [0.188, -2.275, -4.804], [0.267, 1.697, 1.064], [-0.005, -0.268, 0.144], [0.094, 0.325, 0.126], [0.050, -0.014, 0.416], [-0.015, 0.001, -0.293], [-1.936, 1.222, -0.586], [-1.522, 1.115, -1.572], [-1.867, 1.080, 2.808], [4.988, -3.925, -1.015], [0.221, -0.140, 0.099], [-0.327, 0.418, 0.025], [-0.535, 0.163, -0.008], [0.426, -0.080, -0.549], [-0.490, -3.505, -0.200], [2.201, 4.838, 1.420], [-2.285, 1.897, -3.089], [1.168, -1.855, 1.442], [-0.574, -0.211, 0.072], [0.266, 0.240, 0.092], [0.749, -0.126, 0.358], [-0.497, -0.980, 0.221]],
  "lumo_ha": [-0.19317, -0.36582],
  "total_energy_ev": -43362.4772,
  "total_charge": 2,
  "multiplicity": 2,
  "de_lowest_kcal_mol": 0.0,
  "e_homo_ev": [-14.7, -14.7]
}